{
  "formula": "C25H28N7PdS2SeSi",
  "method": "wB97M-V/def2-TZVPD",
  "symbols": ["H", "H", "H", "H", "H", "H", "C", "H", "N", "H", "H", "H", "C", "C", "H", "S", "H", "H", "C", "H", "H", "H", "N", "C", "C", "C", "C", "Se", "C", "C", "Si", "C", "C", "C", "N", "C", "C", "H", "C", "C", "C", "N", "H", "Pd", "H", "H", "H", "H", "H", "H", "C", "C", "C", "N", "C", "S", "H", "N", "H", "N", "C", "C", "H", "H", "C"],
  "xyz": [[-6.1014, -0.0133, -1.5342], [-1.5550, 1.7843, 1.6696], [-4.6859, 2.5435, -2.5912], [1.1537, -4.2497, 3.1070], [-4.6556, -0.9205, -2.0154], [-5.9427, 2.3496, 0.2916], [0.5690, -3.3222, -0.1403], [-3.2005, 1.6438, -2.9507], [0.8295, 1.5174, 2.4683], [2.2388, 3.7545, -4.7909], [-0.8639, -3.3787, -3.2465], [-5.0287, 1.5056, 1.5530], [-0.6002, -5.8935, -0.1155], [3.1060, 0.7465, 2.7112], [4.6491, -2.2665, 0.1290], [5.3319, -0.3102, 2.1324], [0.7958, 2.9379, -0.0457], [0.8663, -2.5976, 2.5056], [0.6155, -4.1310, 1.0292], [0.5242, 5.1752, -1.1109], [0.0952, -5.9931, 1.9140], [2.8589, -2.0447, 0.0454], [-1.3017, 2.4754, 2.3886], [1.2825, -3.5789, 2.2553], [-5.1199, -0.3618, -1.1997], [-0.1109, -3.8257, -1.2828], [3.8522, -0.8622, 1.3752], [2.5579, -0.0999, -2.6459], [4.4164, 0.8587, 3.0293], [-4.9378, 2.0761, 0.6254], [-4.0188, 1.0704, -0.6800], [-3.7420, 2.1841, -2.1709], [1.1193, 3.1470, -1.0576], [1.3891, 4.5752, -3.0092], [1.1556, -2.1091, -0.1680], [-2.4452, 0.4861, -0.0236], [-0.2031, -2.9450, -2.4932], [-5.2632, -1.0555, -0.3685], [1.9763, 2.3995, 4.2685], [0.9738, 4.3536, -1.6539], [-1.3424, 0.0893, 0.3575], [2.7916, -0.2282, 1.7937], [-1.0507, -6.8782, -0.1041], [0.6075, -0.3362, 0.9220], [1.2474, 5.5616, -3.4342], [-1.1969, -5.4476, -2.1295], [2.3544, -3.4242, 2.0990], [-3.1371, 3.0500, -1.8910], [-2.0520, 2.7891, 2.9793], [2.7484, 2.5757, 4.9981], [-0.6760, -5.0889, -1.2458], [1.9967, 1.5754, 3.1951], [1.7020, 2.0840, -1.8128], [3.8072, -1.8379, 0.4632], [-0.0867, 2.2963, 2.9557], [0.4280, 3.1679, 4.3803], [-0.5762, -1.9523, -2.2244], [1.8800, 0.8689, -1.3395], [0.7832, -2.7982, -2.9468], [2.6070, 1.2472, -3.8133], [2.1057, 2.2960, -3.1871], [0.0452, -5.3922, 1.0100], [-4.3936, 2.9980, 0.8493], [4.8915, 1.5669, 3.6864], [1.9355, 3.5923, -3.7651]],
  "nbo_charge": [0.215, 0.461, 0.216, 0.195, 0.237, 0.219, 0.190, 0.237, -0.511, 0.217, 0.196, 0.231, -0.308, 0.131, 0.389, 0.310, 0.243, 0.230, -0.099, 0.209, 0.186, 0.452, -0.823, -0.631, -1.101, -0.108, 0.300, 0.989, -0.458, -1.102, 1.621, -1.101, -0.203, -0.209, -0.642, -0.842, -0.625, 0.237, -0.452, -0.215, -0.281, -0.537, 0.191, 0.560, 0.205, 0.187, 0.205, 0.232, 0.385, 0.233, -0.197, 0.117, 0.158, -0.833, 0.287, 0.317, 0.235, -0.614, 0.198, -0.639, 0.066, -0.200, 0.224, 0.231, -0.212],
  "energy_ev": -135184.300,
  "mol_weight_g_mol": 704.15,
  "total_charge": -1,
  "gap_ev": [4.7537, 5.3728],
  "spin_multiplicity": 3,
  "fmax_ev_per_a": 0.2,
  "e_above_lowest_kj_mol": 26.1
}